(1)
A single C19H21Cl2N7O molecule, computed with ωB97M-V with the def2-TZVPD basis set.

Calculated values
**HOMO energy**: -8.95 eV
**2S+1**: 1
**Structure (SMILES)**: C=CCn1nc(C)c2c(C(C)C)cc(NNC(=O)Nc3cc(Cl)nc(Cl)c3)nc21
**LUMO**: 0.18 eV
**Charge**: 0
**Orbital gap**: 9.13 eV

Cartesian coordinates (Å):
O -1.580 4.031 1.351
Cl 3.196 6.115 2.961
Cl 4.666 1.223 1.315
N 1.287 -2.891 -1.076
N 3.864 3.663 2.070
N -0.621 -0.759 1.038
C -1.351 2.932 1.675
C 0.448 -2.323 -1.961
C 2.497 -2.126 3.578
C 2.441 -1.865 2.285
C 2.900 4.548 2.382
C 3.528 2.461 1.568
C -1.658 -0.008 0.726
C -0.011 -1.457 0.015
C 1.547 4.245 2.280
C 2.197 2.098 1.558
C -2.171 0.047 -0.496
C -0.543 -1.489 -1.280
C 1.166 2.974 1.851
C -1.614 -0.610 -1.538
N -0.120 2.356 1.692
N -2.394 2.027 1.811
N -2.296 0.596 1.819
N 1.142 -2.262 0.136
C 0.251 -2.997 -3.336
C 1.582 -2.833 1.413
C -1.350 -0.123 -4.106
C -3.448 -1.432 -2.988
C -2.317 -0.348 -2.839
H 3.332 -1.771 4.138
H 1.737 -2.711 4.019
H 3.113 -1.117 1.818
H 0.716 4.877 2.542
H 2.038 1.030 1.248
H -3.006 0.820 -0.636
H -0.157 1.384 1.568
H -3.289 2.531 1.662
H -1.784 0.240 2.627
H -0.762 -3.426 -3.431
H 0.422 -2.440 -4.295
H 0.958 -3.779 -3.431
H 0.613 -3.087 1.866
H 2.105 -3.805 1.289
H -1.515 0.896 -4.436
H -1.382 -0.821 -4.928
H -0.311 -0.197 -3.763
H -3.045 -2.473 -3.202
H -4.075 -1.405 -2.068
H -4.114 -1.175 -3.810
H -2.833 0.636 -2.678



(2)
A molecular structure, C19H21ClGdN2PS, computed with ωB97M-V with the def2-TZVPD basis set.

Calculated values
**HOMO energy (alpha / beta)**: -14.53 / -14.58 eV
**2S+1**: 8
**LUMO (alpha / beta)**: -7.64 / -8.93 eV
**Charge**: +2
**Orbital gap (alpha / beta)**: 6.89 / 5.65 eV

Cartesian coordinates (Å):
Gd 0.397 0.020 -0.169
Cl 2.885 -0.531 0.231
P -0.013 -0.050 -2.628
C -0.683 1.550 -3.239
C -1.950 1.623 -3.858
C -2.437 2.829 -4.398
C -1.685 4.002 -4.143
C -0.522 4.003 -3.323
C -0.059 2.764 -2.842
C 1.662 -0.279 -3.394
C 2.378 -1.427 -2.991
C 3.694 -1.606 -3.427
C 4.290 -0.575 -4.195
C 3.643 0.655 -4.448
C 2.339 0.819 -3.968
C -0.970 -1.447 -3.274
C -1.547 -2.390 -2.387
C -2.379 -3.404 -2.900
C -2.577 -3.424 -4.314
C -1.995 -2.503 -5.226
C -1.195 -1.501 -4.652
H 1.925 -2.139 -2.286
H 4.239 -2.536 -3.189
H 5.286 -0.748 -4.620
H 4.116 1.451 -5.057
H 1.832 1.773 -4.111
H -2.530 0.713 -4.012
H -3.341 2.833 -5.054
H -2.016 4.948 -4.592
H 0.048 4.947 -3.153
H 0.816 2.748 -2.171
H -1.401 -2.295 -1.299
H -2.890 -4.158 -2.246
H -3.225 -4.204 -4.730
H -2.176 -2.511 -6.330
H -0.740 -0.753 -5.293
H -1.397 0.800 -0.268
H -1.546 -0.019 -0.142
N 0.015 -1.123 4.805
C -0.060 0.005 4.095
N 0.013 1.128 4.812
S -0.242 0.008 2.372
H 0.003 -1.361 5.772
H 0.002 -1.890 4.161
H -0.004 1.894 4.165
H 0.002 1.364 5.780



(3)
A single C19H21ClN2O4S molecule, computed with ωB97M-V with the def2-TZVPD basis set.

Calculated values
**HOMO energy**: -8.36 eV
**2S+1**: 1
**Structure (SMILES)**: Cn1c(=O)cc(SCC(=O)N2CCC3(CC2)OCCO3)c2ccc(Cl)cc21
**LUMO**: -0.08 eV
**Charge**: 0
**Orbital gap**: 8.28 eV
**ΔE to the lowest compared entry with this formula, charge and spin**: 0.0 kcal per mole

Cartesian coordinates (Å):
C 2.797 3.142 0.461
N 2.515 1.776 0.850
C 3.363 0.765 0.477
C 4.540 1.031 -0.232
C 5.385 0.000 -0.581
C 5.111 -1.321 -0.235
C 3.954 -1.594 0.450
C 3.062 -0.577 0.803
C 1.832 -0.827 1.484
C 1.052 0.188 1.899
C 1.356 1.568 1.588
O 0.632 2.498 1.901
H 0.132 0.016 2.436
S 1.252 -2.507 1.695
C 0.841 -2.828 -0.069
C 0.505 -1.533 -0.786
O 1.304 -1.041 -1.564
N -0.676 -0.956 -0.499
C -1.685 -1.522 0.377
H -1.211 -1.940 1.269
C -2.682 -0.450 0.796
H -2.179 0.383 1.286
H -3.403 -0.877 1.494
C -3.440 0.108 -0.420
C -2.488 0.216 -1.630
C -1.034 0.272 -1.187
H -0.873 1.132 -0.528
H -0.367 0.365 -2.047
H -2.736 1.114 -2.195
H -2.654 -0.654 -2.266
O -4.527 -0.733 -0.784
C -5.728 -0.081 -0.437
H -6.047 -0.373 0.572
C -5.331 1.396 -0.480
H -5.409 1.794 -1.501
O -3.986 1.363 -0.061
H -5.890 2.027 0.209
H -6.492 -0.357 -1.164
H -2.228 -2.324 -0.141
H 0.016 -3.537 -0.063
H 1.712 -3.268 -0.554
H 3.726 -2.608 0.740
H 5.796 -2.107 -0.508
Cl 6.827 0.360 -1.455
H 4.804 2.035 -0.516
H 3.735 3.484 0.900
H 2.839 3.230 -0.625
H 1.980 3.755 0.842



(4)
A molecular structure, C19H21ClN2O5S, computed with ωB97M-V with the def2-TZVPD basis set.

Calculated values
**HOMO energy**: -8.67 eV
**2S+1**: 1
**LUMO**: -0.76 eV
**Charge**: 0
**Orbital gap**: 7.91 eV
**ΔE to the lowest compared entry with this formula, charge and spin**: 578.4 kcal per mole

Cartesian coordinates (Å):
C -2.368 4.499 -2.500
H -2.601 3.628 -3.261
H -3.134 4.290 -1.765
H -2.334 5.419 -3.003
O -1.327 4.128 -2.047
C -1.045 3.095 -1.440
O -1.900 2.348 -1.410
C 0.400 2.730 -0.905
N 0.391 1.503 -0.222
C 1.295 1.111 0.733
O 2.528 1.799 0.969
C 1.191 -0.271 1.130
C -0.343 -0.591 1.762
C -0.287 -1.798 2.421
C 0.579 -2.840 2.287
C 1.852 -2.331 1.862
C 1.928 -1.167 1.328
Cl 3.581 -0.808 0.582
H 2.705 -3.356 1.862
H 0.474 -3.623 2.895
S -2.031 -2.214 2.880
O -2.521 -0.803 3.404
O -1.812 -3.256 3.937
N -2.730 -2.585 1.692
C -2.240 -4.231 0.974
H -1.454 -3.997 0.578
H -2.350 -4.601 1.996
H -3.010 -4.560 0.544
C -3.082 -1.599 0.628
H -2.242 -1.514 0.044
H -3.265 -0.896 1.105
H -3.950 -2.132 -0.123
H -0.892 0.183 1.920
H -0.530 0.975 -0.398
H 0.540 3.657 -0.117
C 1.676 2.795 -1.843
C 1.198 1.638 -3.030
C 0.545 2.247 -3.894
C 0.240 1.074 -4.987
C 0.797 -0.121 -4.780
C 1.315 -0.435 -3.471
C 1.812 0.726 -2.662
H 2.252 0.353 -1.906
H 1.616 -1.435 -3.486
H 0.473 -1.011 -5.599
H -0.480 1.199 -5.769
H 0.026 3.075 -4.171
H 1.311 3.817 -2.249
H 2.511 2.572 -1.465



(5)
A molecular structure, C19H21ClN2OPTm, computed with ωB97M-V with the def2-TZVPD basis set.

Calculated values
**HOMO energy (alpha / beta)**: -14.57 / -14.57 eV
**2S+1**: 3
**LUMO (alpha / beta)**: -7.53 / -7.42 eV
**Charge**: +2
**Orbital gap (alpha / beta)**: 7.05 / 7.15 eV

Cartesian coordinates (Å):
Tm 1.237 -0.218 2.154
Cl 3.523 -0.134 2.864
P 0.022 -0.016 -0.263
C -0.664 1.525 -0.938
C -1.876 1.537 -1.647
C -2.356 2.735 -2.179
C -1.680 3.937 -1.948
C -0.499 3.937 -1.194
C 0.004 2.742 -0.685
C 1.661 -0.290 -1.128
C 2.347 -1.492 -0.881
C 3.659 -1.642 -1.337
C 4.276 -0.615 -2.057
C 3.559 0.546 -2.375
C 2.242 0.691 -1.941
C -0.960 -1.338 -1.025
C -1.639 -2.277 -0.230
C -2.375 -3.286 -0.849
C -2.445 -3.366 -2.249
C -1.752 -2.436 -3.032
C -0.995 -1.433 -2.424
H 1.859 -2.318 -0.345
H 4.205 -2.567 -1.133
H 5.305 -0.727 -2.410
H 4.023 1.328 -2.976
H 1.669 1.581 -2.200
H -2.441 0.611 -1.783
H -3.269 2.719 -2.773
H -2.069 4.867 -2.365
H 0.029 4.873 -1.011
H 0.927 2.752 -0.095
H -1.570 -2.222 0.864
H -2.893 -4.028 -0.244
H -3.031 -4.149 -2.733
H -1.792 -2.482 -4.119
H -0.433 -0.720 -3.031
H -3.569 1.171 2.010
H -3.726 0.455 1.905
N 1.310 0.152 6.085
C 0.240 -0.050 5.315
N -0.999 -0.177 5.786
O 0.413 -0.144 4.028
H 1.244 0.224 7.096
H 2.211 0.198 5.614
H -1.733 -0.332 5.096
H -1.196 -0.123 6.783



(6)
A single C19H21ClN4O2 molecule, computed with ωB97M-V with the def2-TZVPD basis set.

Calculated values
**HOMO energy**: -7.83 eV
**2S+1**: 1
**Structure (SMILES)**: C/C(=N\N1CCN(Cc2ccccc2Cl)CC1)c1ccc([N+](=O)[O-])cc1
**LUMO**: -0.35 eV
**Charge**: 0
**Orbital gap**: 7.48 eV
**ΔE to the lowest compared entry with this formula, charge and spin**: 131.5 kcal per mole

Cartesian coordinates (Å):
C 1.994 2.677 1.184
C 1.129 1.654 1.886
N 0.620 0.573 1.413
N 0.723 -0.004 0.251
C -0.061 -1.214 0.098
H 0.544 -2.102 0.313
C -0.608 -1.291 -1.320
N 0.476 -1.420 -2.289
C 1.718 -0.854 -1.795
H 2.353 -0.586 -2.642
C 1.522 0.375 -0.903
H 2.498 0.739 -0.574
H 1.020 1.167 -1.477
H 2.243 -1.626 -1.221
C 0.071 -0.938 -3.599
C -1.031 -1.804 -4.148
C -2.219 -1.292 -4.658
C -3.209 -2.126 -5.155
C -3.022 -3.496 -5.142
C -1.847 -4.027 -4.634
C -0.867 -3.185 -4.146
H 0.051 -3.584 -3.742
H -1.697 -5.095 -4.622
H -3.793 -4.144 -5.528
H -4.119 -1.699 -5.546
Cl -2.508 0.418 -4.696
H 0.934 -1.013 -4.268
H -0.256 0.114 -3.575
H -1.209 -0.387 -1.515
H -1.268 -2.158 -1.419
H -0.877 -1.174 0.821
C 0.805 1.891 3.289
C 1.534 2.795 4.074
C 1.219 2.999 5.399
C 0.160 2.302 5.973
C -0.574 1.389 5.215
C -0.249 1.190 3.896
H -0.807 0.489 3.297
H -1.389 0.858 5.682
N -0.173 2.519 7.343
O -1.098 1.882 7.814
O 0.486 3.329 7.970
H 1.781 3.691 6.008
H 2.371 3.330 3.655
H 1.796 2.697 0.117
H 3.054 2.473 1.340
H 1.775 3.667 1.576



(7)
A molecular structure, C19H21ClO6RhS, computed with ωB97M-V with the def2-TZVPD basis set.

Calculated values
**HOMO energy**: -12.41 eV
**2S+1**: 1
**LUMO**: -4.27 eV
**Charge**: +1
**Orbital gap**: 8.14 eV
**ΔE to the lowest compared entry with this formula, charge and spin**: 0.8 kcal per mole

Cartesian coordinates (Å):
Rh -0.599 -0.618 0.169
O 3.253 1.151 0.168
C 2.062 0.634 0.361
O 1.324 0.294 -0.547
C 1.726 0.463 1.819
O 0.360 0.092 1.984
C -0.496 1.150 2.494
C -1.152 1.932 1.360
O -1.506 3.068 1.519
O -1.315 1.241 0.254
H 3.433 1.209 -0.785
H 1.949 1.384 2.358
H 2.345 -0.345 2.210
H 0.072 1.807 3.147
H -1.266 0.648 3.080
Cl -2.181 -2.872 -4.804
C -2.327 -2.365 -3.164
C -2.644 -3.339 -2.183
C -2.718 -2.992 -0.869
C -2.550 -1.637 -0.462
C -2.418 -1.225 0.910
C -2.271 -0.668 -1.466
C -2.145 -1.058 -2.821
H -2.825 -4.358 -2.498
H -2.971 -3.736 -0.125
H -2.424 -2.008 1.661
H -2.901 -0.302 1.210
H -2.401 0.387 -1.259
H -1.954 -0.311 -3.579
C 4.235 -3.129 -4.567
C 3.351 -2.986 -3.362
C 3.873 -3.057 -2.073
C 3.055 -2.932 -0.958
C 1.699 -2.733 -1.151
C 1.150 -2.644 -2.421
C 1.978 -2.777 -3.518
S 0.672 -2.578 0.285
C -0.053 -4.203 0.368
O 1.541 -2.443 1.464
H 5.277 -3.259 -4.284
H 4.161 -2.250 -5.208
H 3.934 -3.992 -5.163
H 4.935 -3.217 -1.937
H 3.458 -2.991 0.045
H 0.091 -2.460 -2.556
H 1.557 -2.713 -4.514
H 0.780 -4.875 0.571
H -0.533 -4.445 -0.574
H -0.764 -4.215 1.193



(8)
A molecular structure, C19H21CoN7O3S4, computed with ωB97M-V with the def2-TZVPD basis set.

Calculated values
**HOMO energy (alpha / beta)**: -6.82 / -6.87 eV
**2S+1**: 4
**LUMO (alpha / beta)**: -0.27 / -0.31 eV
**Charge**: 0
**Orbital gap (alpha / beta)**: 6.55 / 6.56 eV
**ΔE to the lowest compared entry with this formula, charge and spin**: 10.8 kcal per mole

Cartesian coordinates (Å):
Co -0.390 -0.475 0.327
O -7.043 -0.158 1.752
C -5.882 -0.191 1.443
S -4.799 1.211 1.542
C -3.354 0.406 0.953
C -3.456 -0.900 0.635
S -2.175 -1.940 0.065
S -5.050 -1.620 0.827
S -1.897 1.365 0.816
N -0.130 -0.735 2.535
C 0.991 0.157 2.795
C 1.527 0.142 4.214
C 0.567 0.819 5.186
C 0.719 2.338 5.244
N 0.715 2.974 3.914
C -0.294 2.905 3.036
N -0.114 3.306 1.776
N -1.500 2.467 3.384
C 2.092 -0.146 1.738
O 3.264 0.013 2.039
O 1.616 -0.497 0.602
H -0.971 -0.478 3.039
H 0.105 -1.690 2.790
H 0.639 1.151 2.523
H 2.514 0.608 4.215
H 1.697 -0.891 4.526
H 0.745 0.456 6.201
H -0.462 0.537 4.946
H 1.676 2.595 5.693
H -0.056 2.781 5.875
H 1.604 3.276 3.552
H 0.824 3.426 1.430
H -0.807 2.994 1.092
H -1.657 2.127 4.314
H -2.075 2.079 2.628
N 3.438 -4.143 -8.739
C 2.927 -3.579 -7.879
C 2.282 -2.865 -6.810
C 2.460 -3.261 -5.488
C 1.829 -2.577 -4.467
C 1.023 -1.482 -4.758
C 0.850 -1.079 -6.077
C 1.472 -1.771 -7.099
N 0.381 -0.776 -3.712
C -0.725 0.051 -3.822
C -0.991 0.498 -2.571
N -0.062 -0.019 -1.696
C 0.734 -0.780 -2.403
H 3.088 -4.112 -5.263
H 1.951 -2.911 -3.447
H 0.246 -0.214 -6.312
H 1.339 -1.460 -8.125
H -1.242 0.215 -4.749
H -1.777 1.150 -2.232
H 1.591 -1.293 -1.999



(9)
A molecular structure, C19H21EuF4IN3O3P, computed with ωB97M-V with the def2-TZVPD basis set.

Calculated values
**HOMO energy (alpha / beta)**: -12.29 / -12.29 eV
**2S+1**: 8
**LUMO (alpha / beta)**: -8.85 / -8.63 eV
**Charge**: +2
**Orbital gap (alpha / beta)**: 3.44 / 3.66 eV
**ΔE to the lowest compared entry with this formula, charge and spin**: 0.0 kcal per mole

Cartesian coordinates (Å):
C 2.225 3.757 0.802
C 2.677 2.524 0.062
F 3.232 1.622 0.978
C 1.533 1.789 -0.700
C 1.418 0.335 -0.331
C 2.383 -0.585 -0.784
C 3.507 -0.075 -1.643
N 3.062 0.344 -2.978
C 2.285 -1.945 -0.458
P 3.548 -3.057 -1.081
N 5.098 -2.483 -0.789
C 1.213 -2.431 0.318
I 1.011 -4.495 0.731
C 0.263 -1.523 0.764
C 0.363 -0.157 0.447
C -0.722 0.743 0.966
O -0.498 1.843 1.384
C -2.078 0.159 0.958
C -3.292 0.998 0.624
C -3.028 2.272 -0.192
O -3.416 2.099 -1.542
C -3.905 3.392 0.343
F -3.604 3.607 1.630
F -3.715 4.528 -0.304
F -5.189 3.063 0.258
C -2.153 -1.149 1.275
C -3.406 -1.950 1.333
C -3.210 -3.077 0.375
N -3.003 -4.297 0.755
C -0.929 -1.906 1.575
O -0.862 -2.752 2.461
H 2.874 3.876 1.664
H 1.213 3.639 1.168
H 2.304 4.640 0.180
H 3.446 2.764 -0.666
H 0.619 2.311 -0.470
H 1.671 1.909 -1.766
H 4.001 0.755 -1.153
H 4.289 -0.830 -1.774
H 2.076 0.204 -3.133
H 3.608 -0.058 -3.722
H 3.276 -3.297 -2.434
H 3.477 -4.291 -0.442
H 5.593 -2.387 -1.683
H -3.816 1.212 1.551
H -3.939 0.386 0.006
H -1.999 2.611 -0.164
H -2.895 1.396 -1.937
H -4.296 -1.376 1.112
H -3.499 -2.396 2.335
H -3.198 -2.873 -0.685
H -3.040 -4.311 1.754
Eu -2.576 -5.076 3.022



Which value of charge does entry 6 give?
0



What did the ninth record say?
A molecular structure, C19H21EuF4IN3O3P, computed with ωB97M-V with the def2-TZVPD basis set.

Calculated values
**HOMO energy (alpha / beta)**: -12.29 / -12.29 eV
**2S+1**: 8
**LUMO (alpha / beta)**: -8.85 / -8.63 eV
**Charge**: +2
**Orbital gap (alpha / beta)**: 3.44 / 3.66 eV
**ΔE to the lowest compared entry with this formula, charge and spin**: 0.0 kcal per mole

Cartesian coordinates (Å):
C 2.225 3.757 0.802
C 2.677 2.524 0.062
F 3.232 1.622 0.978
C 1.533 1.789 -0.700
C 1.418 0.335 -0.331
C 2.383 -0.585 -0.784
C 3.507 -0.075 -1.643
N 3.062 0.344 -2.978
C 2.285 -1.945 -0.458
P 3.548 -3.057 -1.081
N 5.098 -2.483 -0.789
C 1.213 -2.431 0.318
I 1.011 -4.495 0.731
C 0.263 -1.523 0.764
C 0.363 -0.157 0.447
C -0.722 0.743 0.966
O -0.498 1.843 1.384
C -2.078 0.159 0.958
C -3.292 0.998 0.624
C -3.028 2.272 -0.192
O -3.416 2.099 -1.542
C -3.905 3.392 0.343
F -3.604 3.607 1.630
F -3.715 4.528 -0.304
F -5.189 3.063 0.258
C -2.153 -1.149 1.275
C -3.406 -1.950 1.333
C -3.210 -3.077 0.375
N -3.003 -4.297 0.755
C -0.929 -1.906 1.575
O -0.862 -2.752 2.461
H 2.874 3.876 1.664
H 1.213 3.639 1.168
H 2.304 4.640 0.180
H 3.446 2.764 -0.666
H 0.619 2.311 -0.470
H 1.671 1.909 -1.766
H 4.001 0.755 -1.153
H 4.289 -0.830 -1.774
H 2.076 0.204 -3.133
H 3.608 -0.058 -3.722
H 3.276 -3.297 -2.434
H 3.477 -4.291 -0.442
H 5.593 -2.387 -1.683
H -3.816 1.212 1.551
H -3.939 0.386 0.006
H -1.999 2.611 -0.164
H -2.895 1.396 -1.937
H -4.296 -1.376 1.112
H -3.499 -2.396 2.335
H -3.198 -2.873 -0.685
H -3.040 -4.311 1.754
Eu -2.576 -5.076 3.022



What is the 2S+1 in the sixth record?
1